(1)
Entry from OMol25: a 2-piece molecular cluster, C3H6N2O overall (ωB97M-V/def2-TZVPD).

```
12
Properties=species:S:1:pos:R:3:forces:R:3
C -0.18769 1.08512 -3.08412 -0.9 -0.1 -0.8
C -0.51596 1.18845 2.93748 2.0 1.2 1.1
C -0.10345 -1.13512 -0.43648 -2.0 0.4 0.0
N -0.32838 0.57493 -2.01657 1.7 -0.3 -0.8
N 0.12551 0.16876 -0.95436 0.1 0.9 1.4
O 0.07279 1.41233 3.99136 -1.5 -0.6 -1.5
H -0.76747 1.60238 -3.82913 -0.2 0.1 0.4
H 0.05618 0.71189 2.11668 -0.5 -0.3 0.1
H -1.49442 1.64275 2.68828 0.0 -0.4 0.3
H 0.62128 -1.37934 0.27541 1.2 -0.1 1.1
H -1.08031 -1.18798 0.03262 -0.3 0.2 0.6
H -0.18619 -1.93294 -1.10674 0.4 -1.2 -1.8
```
Positions in Å, forces in eV/Å.

Values from the calculation:
- calculated total energy (eV) = -8231.0762
- frontier orbital gap (eV) = 8.98
- net charge = 0
- relative energy (zero: lowest compared OMol25 entry of this formula, charge and spin) (kcal/mol) = 129.7

Results of the natural (NBO) charge analysis, in e, for atoms 1 through 8:
1 C -0.042
2 C 0.258
3 C -0.441
4 N -0.026
5 N -0.295
6 O -0.498
7 H 0.216
8 H 0.122



(2)
Entry from OMol25: the molecule C3H6N2O (ωB97M-V/def2-TZVPD).

```
12
Properties=species:S:1:pos:R:3:forces:R:3
C -0.84390 0.65816 0.12671 0.2 6.1 0.1
C 0.65809 1.02456 -0.25556 -1.2 0.4 4.9
C 0.84988 -1.23972 -0.08494 5.1 -0.8 0.3
H -1.00756 0.50781 1.22809 0.5 0.3 -0.7
H -1.44031 1.67581 -0.18102 1.0 -2.5 0.7
H 0.79903 1.80551 0.72706 0.6 -1.8 -2.9
H 0.77610 1.51570 -1.18611 -0.1 0.7 -0.8
H 1.56149 -2.19140 -0.08925 -2.1 1.6 0.4
H -1.10883 -1.78168 0.56357 0.2 -1.8 1.8
N 1.54974 -0.14664 -0.19533 -2.3 -0.6 -0.1
N -0.47386 -1.44542 -0.09560 -2.2 0.2 -2.4
O -1.31987 -0.38268 -0.55762 0.3 -1.9 -1.5
```
Positions in Å, forces in eV/Å.

Values from the calculation:
- calculated total energy (eV) = -8231.8874
- frontier orbital gap (eV) = 10.22
- net charge = 0
- SMILES = C1=NCCON1
- relative energy (zero: lowest compared OMol25 entry of this formula, charge and spin) (kcal/mol) = 111.0

Results of the natural (NBO) charge analysis, in e, for atoms 1 through 8:
1 C -0.103
2 C -0.265
3 C 0.216
4 H 0.161
5 H 0.190
6 H 0.183
7 H 0.206
8 H 0.199



(3)
Entry from OMol25: a 2-piece molecular cluster, C3H6N2O overall (ωB97M-V/def2-TZVPD).

```
12
Properties=species:S:1:pos:R:3:forces:R:3
C -0.79835 1.24623 -0.27913 0.4 0.4 0.5
C -1.34348 0.06130 -0.62212 0.4 -0.7 -1.1
N -1.12027 -0.77962 0.42838 -0.2 0.2 1.1
C -0.56188 -0.02111 1.42791 0.1 0.2 -0.9
N -0.36412 1.21671 1.03195 0.3 -0.6 0.0
H -0.48345 2.03116 -0.94635 -0.6 0.4 0.1
H -1.65136 -0.29426 -1.59200 -0.2 0.0 0.1
H -1.43968 -1.72643 0.54932 0.0 0.1 -0.2
H -0.17940 -0.48099 2.32191 -0.3 0.1 0.3
H 3.21079 -0.28944 -0.26399 0.6 0.2 0.4
H 2.37737 -0.38755 -1.49804 -0.2 0.0 -0.2
O 2.35383 -0.57599 -0.55784 -0.4 -0.2 -0.2
```
Positions in Å, forces in eV/Å.

Values from the calculation:
- calculated total energy (eV) = -8235.5806
- frontier orbital gap (eV) = 9.53
- net charge = 0
- SMILES = c1c[nH]cn1.O
- relative energy (zero: lowest compared OMol25 entry of this formula, charge and spin) (kcal/mol) = 25.8

Results of the natural (NBO) charge analysis, in e, for atoms 1 through 8:
1 C -0.103
2 C -0.113
3 N -0.523
4 C 0.164
5 N -0.452
6 H 0.206
7 H 0.212
8 H 0.415



(4)
Entry from OMol25: C3H6N2O as an isolated structure (ωB97M-V/def2-TZVPD).

```
12
Properties=species:S:1:pos:R:3:forces:R:3
O 2.73132 -0.05762 -0.75618 0.0 0.0 0.0
C 1.49970 -0.04944 -0.37514 0.0 -0.3 0.0
N 0.66830 0.92615 0.00508 0.2 -0.1 -0.2
C -0.76486 0.62906 -0.05859 -0.2 0.0 0.0
C -1.04624 -0.73524 0.56295 -0.1 0.0 0.0
N 1.51322 -1.31560 -0.52549 0.3 0.5 -0.1
H 0.98481 1.85878 -0.22511 -0.1 -0.1 0.1
H -1.10461 0.65356 -1.10254 0.0 0.0 0.1
H -1.29567 1.41571 0.48486 0.1 -0.1 -0.1
H -0.90743 -0.70960 1.64655 -0.1 0.0 -0.1
H -2.06062 -1.06120 0.32780 0.0 0.1 0.1
H -0.37892 -1.50621 0.16590 -0.2 0.1 0.0
```
Positions in Å, forces in eV/Å.

Values from the calculation:
- calculated total energy (eV) = -8232.7938
- frontier orbital gap (eV) = 9.61
- net charge = 0
- relative energy (zero: lowest compared OMol25 entry of this formula, charge and spin) (kcal/mol) = 90.0

Results of the natural (NBO) charge analysis, in e, for atoms 1 through 8:
1 O -0.438
2 C 0.607
3 N -0.608
4 C -0.211
5 C -0.618
6 N -0.210
7 H 0.411
8 H 0.189



(5)
Entry from OMol25: the molecule C3H6N2O (ωB97M-V/def2-TZVPD).

```
12
Properties=species:S:1:pos:R:3:forces:R:3
C 1.54776 0.93205 -0.01224 -0.1 0.0 0.1
C -0.98277 0.11957 0.02900 0.8 0.0 0.0
C 0.35947 0.04940 -0.01892 -0.7 0.6 0.1
O -1.93858 1.07480 0.05683 0.1 -0.2 -0.2
N -1.16428 -1.29042 0.05135 0.5 -0.5 0.4
N 0.32301 -1.38399 -0.15218 -0.8 -0.4 -0.5
H -2.79337 0.65544 0.20315 0.0 0.0 0.1
H -1.63155 -1.71275 -0.74952 0.1 0.2 -0.1
H 0.71606 -1.90923 0.62825 -0.1 0.2 0.1
H 1.49030 1.66695 -0.81464 0.1 0.0 0.0
H 2.44281 0.33035 -0.15473 0.1 0.0 0.0
H 1.63115 1.46782 0.93365 0.1 0.0 0.0
```
Positions in Å, forces in eV/Å.

Values from the calculation:
- calculated total energy (eV) = -8233.2888
- frontier orbital gap (eV) = 8.45
- net charge = 0
- SMILES = Cc1[nH][nH]c1O
- relative energy (zero: lowest compared OMol25 entry of this formula, charge and spin) (kcal/mol) = 78.6

Results of the natural (NBO) charge analysis, in e, for atoms 1 through 8:
1 C -0.650
2 C 0.369
3 C -0.009
4 O -0.662
5 N -0.481
6 N -0.432
7 H 0.487
8 H 0.356



(6)
Entry from OMol25: the molecule C3H6N2O (ωB97M-V/def2-TZVPD).

```
12
Properties=species:S:1:pos:R:3:forces:R:3
C 0.58308 -0.13844 0.02825 -0.6 -1.6 0.3
N -1.25865 0.09909 1.65189 -0.8 0.1 -0.7
C -0.39487 -0.63845 0.87840 2.7 0.0 1.1
C 0.08871 0.71464 -0.98689 -2.6 -0.1 0.3
O 1.77879 -0.81436 -0.08783 -0.3 0.1 0.0
N 0.46485 1.06776 -2.14480 -0.1 -0.2 -0.4
H 2.18043 -0.59209 -0.93846 -0.1 -0.1 0.1
H -1.64492 0.92311 1.21589 0.0 0.2 0.2
H -1.93284 -0.42267 2.18932 -0.1 0.0 -0.2
H 1.34613 0.65433 -2.45636 0.3 0.4 0.4
H -0.17227 -1.59816 1.33844 0.1 -0.1 -0.1
H -1.03844 0.74522 -0.68785 1.6 1.4 -1.1
```
Positions in Å, forces in eV/Å.

Values from the calculation:
- calculated total energy (eV) = -8233.7394
- frontier orbital gap (eV) = 8.47
- net charge = 0
- SMILES = [H]/N=C\C(O)=C/N
- relative energy (zero: lowest compared OMol25 entry of this formula, charge and spin) (kcal/mol) = 68.2

Results of the natural (NBO) charge analysis, in e, for atoms 1 through 8:
1 C 0.116
2 N -0.771
3 C 0.015
4 C 0.076
5 O -0.669
6 N -0.664
7 H 0.473
8 H 0.382



(7)
Entry from OMol25: a 3-piece molecular cluster, C3H6N2O overall (ωB97M-V/def2-TZVPD).

```
12
Properties=species:S:1:pos:R:3:forces:R:3
C 0.61924 1.07273 -0.03777 -0.9 0.9 -0.1
N 1.56452 1.71869 -0.75723 0.1 -0.2 0.1
C -0.42307 -1.02265 0.02860 0.6 0.0 -1.5
C -1.18378 -2.07060 -0.20487 0.0 0.0 0.7
O -0.11502 1.66773 0.76781 0.8 -0.1 -0.4
N 0.51778 -0.26429 -0.30337 -0.1 -0.6 0.7
H -0.89472 0.46326 1.48431 -0.5 -1.3 0.0
H 1.76497 2.67811 -0.54054 -0.1 0.0 0.0
H 2.19166 1.19579 -1.34409 0.0 0.0 0.1
H -1.15736 -0.33884 1.49915 0.2 0.9 0.4
H -1.79841 -2.51494 0.55837 -0.1 0.1 0.0
H -1.08582 -2.58498 -1.15037 0.0 0.2 -0.1
```
Positions in Å, forces in eV/Å.

Values from the calculation:
- calculated total energy (eV) = -8233.1667
- frontier orbital gap (eV) = 9.10
- net charge = 0
- relative energy (zero: lowest compared OMol25 entry of this formula, charge and spin) (kcal/mol) = 81.5

Results of the natural (NBO) charge analysis, in e, for atoms 1 through 8:
1 C 0.770
2 N -0.801
3 C 0.480
4 C -0.632
5 O -0.631
6 N -0.586
7 H 0.191
8 H 0.408



(8)
Entry from OMol25: a 2-piece molecular cluster, C3H6N2O overall (ωB97M-V/def2-TZVPD).

```
12
Properties=species:S:1:pos:R:3:forces:R:3
C 2.38164 0.33455 -0.35617 -3.0 -1.7 0.0
C -0.76299 -0.53582 0.54305 -0.5 -1.8 -2.3
C -0.92049 0.62406 -0.41761 3.7 -2.1 -0.5
N 0.05665 -1.24065 -0.52972 -4.6 3.6 0.0
N 0.17789 -0.04608 -1.24808 1.3 -0.2 0.0
O 2.58589 -0.75660 0.04021 1.0 0.6 0.1
H 2.92422 1.24092 -0.40107 1.5 1.0 0.0
H -0.24110 -0.46334 1.46022 0.2 0.5 1.0
H -1.67907 -1.07922 0.53019 -0.8 -0.4 1.3
H -1.72230 0.58941 -1.06056 -2.4 0.2 -0.8
H -0.59343 1.57899 -0.18670 0.1 1.9 0.8
H 0.81373 -1.70822 -0.20730 3.4 -1.6 0.5
```
Positions in Å, forces in eV/Å.

Values from the calculation:
- calculated total energy (eV) = -8229.9846
- frontier orbital gap (alpha / beta) (eV) = 8.26 / 8.53
- net charge = 0
- relative energy (zero: lowest compared OMol25 entry of this formula, charge and spin) (kcal/mol) = 154.8

Results of the natural (NBO) charge analysis, in e, for atoms 1 through 8:
1 C 0.404
2 C -0.259
3 C -0.292
4 N -0.420
5 N -0.221
6 O -0.518
7 H 0.134
8 H 0.199



(9)
Entry from OMol25: a 2-piece molecular cluster, C3H6N2O overall (ωB97M-V/def2-TZVPD).

```
12
Properties=species:S:1:pos:R:3:forces:R:3
C -0.94756 -0.42255 0.04071 0.5 1.0 -1.0
C 0.43048 -0.23095 -0.00358 0.9 -2.2 0.8
N 1.06954 0.82766 0.35386 -1.1 1.4 0.3
C -1.84743 0.67544 0.28983 -0.9 0.0 -0.5
N -3.13150 0.54127 0.24449 1.0 0.1 -1.1
H -1.28392 -1.38361 -0.32900 -0.4 -0.1 0.4
H 1.03978 -1.12795 -0.20158 0.1 0.3 -0.5
H 2.07021 0.69458 0.09688 1.0 -0.4 -0.2
H -1.38364 1.64473 0.44417 -0.1 0.0 0.8
H -3.28969 -0.31768 -0.30812 -0.5 -0.2 1.0
H 4.06153 -0.53436 -0.52399 0.1 0.2 0.3
O 3.21218 -0.36660 -0.10368 -0.6 -0.1 -0.4
```
Positions in Å, forces in eV/Å.

Values from the calculation:
- calculated total energy (eV) = -8229.3456
- frontier orbital gap (eV) = 4.49
- net charge = 0
- relative energy (zero: lowest compared OMol25 entry of this formula, charge and spin) (kcal/mol) = 169.6

Results of the natural (NBO) charge analysis, in e, for atoms 1 through 8:
1 C 0.009
2 C -0.077
3 N -0.321
4 C 0.018
5 N -0.449
6 H 0.218
7 H 0.236
8 H 0.432



The evaluated maximum force for the records listed, in turn: 0.051, 0.120, 0.026, 0.011, 0.020, 0.058, 0.031, 0.114, 0.048 Eh/bohr.